Record 1
The following is a DFT calculation (the ωB97M-V functional and the def2-TZVPD basis) of a 6-piece molecular cluster, C19H26F5NO18PS overall.

XYZ file:
```
71
Properties=species:S:1:pos:R:3:forces:R:3
O 1.6329 0.6153 -4.8366 2.46 3.05 2.11
P 2.9608 0.5943 -3.6572 -0.94 -2.72 -2.34
O 4.4718 0.7625 -4.5659 -2.16 -0.56 0.52
C 2.7035 2.1228 -2.4951 -0.80 2.54 -1.79
S 0.9285 2.1460 -1.8245 0.36 0.00 -0.17
C 3.0106 3.4694 -3.3847 -0.46 0.59 -0.76
O 3.4657 4.6347 -2.6102 1.01 -2.08 0.58
C 4.4919 4.2827 -1.6162 -0.83 0.27 1.43
C 3.8047 3.2105 -0.5340 1.21 2.53 0.22
N 3.6285 1.9138 -1.3148 1.36 -0.04 0.37
H 1.4161 1.5913 -5.0349 0.08 -1.88 0.05
H 4.6195 -0.1360 -5.0301 -0.46 1.91 1.18
H 0.5109 3.4759 -1.5849 1.27 -1.13 -0.58
H 3.7241 3.2700 -4.3208 -1.08 0.15 2.29
H 1.9661 3.7851 -3.8683 2.62 -0.84 1.25
H 4.6927 5.2668 -0.9826 -0.27 -2.13 -1.60
H 5.4905 3.8590 -2.0647 -1.89 0.77 0.64
H 4.5183 3.0895 0.4010 -1.54 -0.15 -2.06
H 2.7988 3.7069 -0.1964 1.80 -1.52 -0.76
H 3.3677 1.0937 -0.6996 -0.16 0.92 -0.87
H 4.5901 1.6745 -1.6964 -1.11 0.23 0.48
C -2.1325 5.3943 -3.5993 -1.17 -0.15 0.76
C -1.7295 6.4003 -4.6227 -0.34 1.15 0.06
O -0.3785 6.0889 -4.8768 0.14 -1.48 -0.06
C -0.2733 4.7505 -4.6437 1.04 -0.99 -0.45
O 0.6632 4.0626 -5.0149 -1.92 1.18 0.51
O -1.3498 4.2705 -3.9492 1.42 0.06 -0.82
F -1.7901 7.6529 -4.1176 -0.02 0.04 -0.16
H -1.8849 5.7054 -2.5789 0.03 0.20 -0.21
H -3.1992 5.1587 -3.6452 0.26 -0.16 -0.04
H -2.3015 6.3460 -5.5551 0.10 0.17 0.08
C 0.4201 -1.9538 -0.7165 -0.64 -0.39 -1.11
C 1.8634 -2.1040 -0.3755 0.41 -0.18 -0.25
O 1.9879 -1.4084 0.8442 -0.56 -0.27 0.25
C 0.7671 -1.5159 1.4398 -1.22 0.60 2.97
O 0.5580 -1.2833 2.6188 0.50 -0.38 -2.98
O -0.1941 -1.9241 0.5562 0.78 0.29 1.00
F 2.6425 -1.4927 -1.2958 0.43 0.14 -0.11
H 0.2048 -1.0193 -1.2453 0.23 -0.04 0.00
H 0.0448 -2.7892 -1.3136 0.05 0.22 0.31
H 2.1875 -3.1416 -0.2423 0.14 0.17 -0.10
C 0.8816 -3.0276 4.9335 -0.23 1.16 -0.37
C 0.3148 -4.4009 4.8132 -0.25 -0.51 -0.38
O 1.1742 -5.1832 5.6109 -0.09 0.65 0.53
C 1.6360 -4.3347 6.5719 1.69 -0.73 2.92
O 2.1820 -4.6978 7.6005 -1.30 0.93 -2.58
O 1.4057 -3.0261 6.2463 0.14 -0.99 0.44
F 0.3943 -4.8455 3.5390 -0.10 -0.23 -0.49
H 1.6905 -2.8391 4.2197 -0.18 -0.22 0.01
H 0.1207 -2.2516 4.8143 0.27 -0.13 0.19
H -0.7136 -4.4955 5.1778 0.32 -0.19 -0.30
C -4.0770 -2.6911 -2.6386 -0.95 -0.95 -0.09
C -2.9209 -2.3261 -1.7716 0.36 -0.34 0.28
O -2.3370 -1.2333 -2.4436 -0.63 0.25 0.04
C -3.3664 -0.6317 -3.1033 -0.44 2.99 -1.69
O -3.3155 0.4942 -3.5698 -0.03 -2.75 1.16
O -4.4669 -1.4414 -3.1718 0.92 0.90 0.12
F -2.0167 -3.3301 -1.7256 0.18 -0.27 0.17
H -3.7975 -3.3634 -3.4567 0.20 0.04 0.20
H -4.8935 -3.1478 -2.0727 0.04 0.23 -0.15
H -3.1988 -2.0275 -0.7552 0.20 -0.14 -0.02
C -3.9487 -2.5078 7.1391 -0.10 1.10 0.70
C -3.2140 -3.1172 5.9943 0.37 -0.20 -0.11
O -3.6821 -4.4466 5.9725 -0.51 0.52 -0.02
C -4.9469 -4.3855 6.4757 -2.80 -2.54 0.09
O -5.7718 -5.2770 6.3638 2.19 2.32 0.30
O -5.1814 -3.1991 7.1151 0.09 -0.86 -0.60
F -1.8833 -3.1381 6.2315 0.31 0.20 -0.01
H -3.4539 -2.6814 8.1006 0.16 -0.07 -0.23
H -4.0997 -1.4325 7.0114 -0.16 -0.21 0.03
H -3.4134 -2.6409 5.0284 0.22 -0.05 0.04
```
Positions in Å, forces in eV/Å.

Values from the calculation:
**Charge**: +1
**LUMO**: -3.14 eV

Record 2
The following is a DFT calculation (the ωB97M-V functional and the def2-TZVPD basis) of C19H26I2IrNO4PS3Te as an isolated structure.

XYZ file:
```
58
Properties=species:S:1:pos:R:3:forces:R:3
Ir 0.6490 -0.1025 0.2162 -0.03 0.01 0.09
I -3.0850 3.4869 -0.8038 0.00 0.00 0.00
C -3.1623 1.4139 -0.8354 -0.02 -0.01 0.00
C -4.3740 0.7646 -1.1562 0.01 0.01 0.00
C -4.4574 -0.5977 -1.1969 0.01 0.00 0.01
I -6.2734 -1.4747 -1.7217 -0.01 0.00 0.00
C -3.3138 -1.3915 -0.9029 -0.01 0.00 -0.01
C -3.2727 -2.8017 -0.9429 -0.01 0.00 0.01
C -2.1068 -3.4614 -0.6727 0.00 0.00 0.00
C -0.9641 -2.7220 -0.3402 0.00 0.00 0.00
N -0.9705 -1.4085 -0.2802 0.00 -0.02 -0.01
C -2.1180 -0.7274 -0.5706 0.01 0.00 -0.01
C -2.0249 0.6973 -0.5500 0.02 0.00 0.01
O -0.8563 1.2663 -0.2816 -0.02 0.02 -0.01
H -5.2439 1.3675 -1.3777 0.00 0.00 0.00
H -4.1704 -3.3511 -1.1930 0.00 0.00 -0.01
H -2.0507 -4.5397 -0.7066 0.00 0.00 0.00
H -0.0268 -3.2155 -0.1183 0.00 0.00 0.00
C 1.6778 -1.5936 3.4827 0.01 0.01 0.01
C 0.6916 -0.5349 3.9816 0.01 -0.02 -0.03
S -0.1800 0.4343 2.7144 -0.04 0.01 0.02
C 0.6482 2.0415 2.7213 0.02 0.00 -0.01
C 2.1242 2.0264 2.3679 0.00 -0.01 0.00
S 2.4348 1.3665 0.6941 -0.02 -0.02 -0.05
C 3.9238 0.3574 0.9278 0.01 0.00 0.00
C 3.7338 -1.0236 1.5351 0.00 0.01 -0.01
S 3.4117 -1.0737 3.3220 -0.01 -0.01 0.02
H 1.3432 -2.0290 2.5391 0.01 0.00 -0.01
H 1.6959 -2.4022 4.2140 0.00 0.00 0.00
H 1.1687 0.1578 4.6758 0.00 0.01 -0.01
H -0.1101 -1.0329 4.5280 0.00 0.00 0.01
H 0.5141 2.4907 3.7059 0.00 0.00 0.00
H 0.0689 2.6301 2.0065 0.00 0.00 0.00
H 2.6918 1.4295 3.0781 0.00 0.00 0.00
H 2.5095 3.0459 2.3743 0.00 0.00 0.01
H 4.6339 0.9567 1.4989 0.00 0.00 0.00
H 4.3220 0.2559 -0.0836 0.00 0.00 0.00
H 4.6559 -1.5861 1.3806 0.00 0.00 0.01
H 2.9374 -1.5649 1.0167 0.01 0.00 -0.01
C -2.7831 -0.5436 -4.6152 -0.01 0.00 -0.01
C -1.7495 0.4894 -4.2444 0.01 -0.03 0.01
O -0.8145 -0.1211 -3.3112 -0.03 0.04 -0.01
P 0.6378 0.4742 -3.0919 0.01 0.00 -0.03
O 1.3240 -0.3732 -2.0703 0.04 -0.02 -0.03
Te 0.4787 2.8389 -2.6105 0.00 0.01 0.00
O 1.3706 0.5027 -4.4885 0.02 0.01 0.04
C 2.0599 -0.6702 -5.0183 -0.02 0.00 0.00
C 1.0930 -1.5773 -5.7407 0.01 -0.02 0.01
H -3.5049 -0.1014 -5.3026 0.00 0.00 0.00
H -3.3225 -0.8913 -3.7343 0.01 0.01 0.01
H -2.3204 -1.3992 -5.1066 0.00 0.00 0.00
H -2.1947 1.3539 -3.7485 0.00 -0.01 -0.01
H -1.1984 0.8344 -5.1209 0.00 0.01 0.00
H 2.5577 -1.1757 -4.1915 0.00 0.00 0.00
H 2.8123 -0.2624 -5.6883 -0.01 0.00 -0.01
H 0.3481 -1.9825 -5.0550 0.00 0.00 0.00
H 1.6385 -2.4121 -6.1822 0.00 0.00 0.00
H 0.5848 -1.0418 -6.5425 0.00 0.01 0.00
```
Positions in Å, forces in eV/Å.

Values from the calculation:
**Charge**: +1
**2S+1**: 5
**⟨S²⟩**: 6.0140
**LUMO (alpha / beta)**: -2.91 / -4.48 eV

Record 3
The following is a DFT calculation (the ωB97M-V functional and the def2-TZVPD basis) of C19H26I2N2O3RuSi as an isolated structure.

XYZ file:
```
54
Properties=species:S:1:pos:R:3:forces:R:3
Ru 0.0180 -0.3247 0.1087 -0.36 1.03 -0.72
I -6.5862 -0.4717 3.1241 -0.09 0.03 0.05
C -4.8566 -0.7789 2.0113 0.15 -0.15 0.03
C -3.9309 -1.7322 2.4247 -0.08 0.13 -0.19
C -2.8036 -1.9516 1.6474 -0.19 -0.09 0.39
I -1.1476 -2.9109 2.4396 0.13 -0.38 0.10
C -2.6010 -1.3054 0.4265 -0.08 0.14 0.05
O -1.5898 -1.5499 -0.3637 0.21 -0.35 0.10
C -3.4486 -0.2207 0.1522 -0.12 0.03 0.05
C -2.8624 0.7598 -0.7990 0.26 0.21 0.05
N -1.5704 1.2627 -0.1944 -0.22 0.07 -0.02
C -1.0993 2.4523 -0.9592 -0.02 -0.13 -0.05
C -0.1488 3.2493 -0.1421 -0.05 -0.16 0.04
C -0.4143 4.5454 0.2044 -0.01 0.05 -0.03
C 0.3496 5.2354 1.1476 -0.04 0.05 -0.03
C 1.3464 4.4887 1.8155 0.09 -0.11 0.03
C 1.6104 3.2017 1.4763 0.06 0.11 0.05
N 0.9300 2.5689 0.4410 0.05 -0.19 -0.07
C -4.5774 0.0262 0.9169 -0.01 0.06 -0.09
H -4.0697 -2.2610 3.3568 0.03 -0.02 0.00
H -3.5220 1.6176 -0.9478 -0.06 -0.02 -0.02
H -2.6077 0.3286 -1.7649 -0.02 -0.08 -0.03
H -1.8046 1.6101 0.7379 -0.07 -0.05 -0.03
H -1.9453 3.0976 -1.1988 -0.06 0.00 0.01
H -0.7012 2.0867 -1.9053 0.03 0.00 -0.01
H -1.2677 5.0191 -0.2663 0.00 0.01 0.02
H 0.1414 6.2626 1.4023 0.00 0.00 0.00
H 1.9158 4.9232 2.6255 0.01 -0.01 0.00
H 2.3569 2.6089 1.9711 0.02 0.00 0.02
H -5.2215 0.8634 0.6747 0.01 -0.01 0.01
C 3.6035 0.3232 0.2606 -0.10 -0.03 -0.03
O 2.3743 0.8148 0.7716 -0.23 0.08 0.11
C 1.3441 1.2606 -0.0787 0.39 0.04 0.15
C 1.6939 1.3218 -1.5727 0.13 0.02 -0.02
H 4.1449 1.1030 -0.2793 0.04 -0.03 -0.02
H 3.4403 -0.5503 -0.3732 0.06 0.04 0.04
H 4.1731 0.0307 1.1388 0.04 -0.01 0.00
H 2.5676 0.7094 -1.7770 -0.02 0.05 -0.03
H 1.8829 2.3502 -1.8900 0.03 -0.03 0.02
H 0.9092 0.9058 -2.2049 -0.06 0.03 0.02
C 2.3268 -4.0997 0.5476 -0.05 0.02 0.06
Si 1.5768 -3.1725 -0.8956 -0.12 -0.09 -0.06
C 0.0360 -4.0527 -1.4867 0.07 -0.01 0.03
C 2.8350 -3.1220 -2.2748 0.09 0.16 -0.14
O 1.2986 -1.6013 -0.4757 0.18 -0.41 0.11
H 2.6187 -5.1122 0.2560 -0.02 0.02 -0.04
H 1.6072 -4.1880 1.3632 0.01 -0.01 0.04
H 3.2166 -3.5978 0.9347 -0.02 0.03 -0.02
H 0.3092 -5.0085 -1.9445 0.01 0.02 0.01
H -0.5143 -3.4662 -2.2250 0.04 0.02 0.03
H -0.6430 -4.2547 -0.6580 -0.03 0.03 0.01
H 3.1281 -4.1162 -2.6195 -0.04 -0.01 0.04
H 3.7413 -2.6048 -1.9458 0.00 -0.03 -0.02
H 2.4371 -2.5738 -3.1339 0.02 -0.03 0.01
```
Positions in Å, forces in eV/Å.

Values from the calculation:
**2S+1**: 5
**⟨S²⟩**: 6.0408
**LUMO (alpha / beta)**: 0.46 / -0.84 eV

Record 4
The following is a DFT calculation (the ωB97M-V functional and the def2-TZVPD basis) of C19H26N10O2SSr as an isolated structure.

XYZ file:
```
59
Properties=species:S:1:pos:R:3:forces:R:3
Sr -0.4868 0.0064 0.7698 -1.87 -0.47 -1.39
C -2.7746 -1.3516 -3.6493 -0.01 0.03 0.01
C -2.0035 -2.2497 -2.6870 0.05 0.07 0.05
C -0.4892 -2.0390 -2.8523 -0.05 0.03 0.04
C -2.4093 -2.0801 -1.2303 -0.01 0.06 0.03
C -3.1886 -1.0254 -0.7564 0.01 -0.08 0.14
C -3.5086 -0.9222 0.6031 0.15 -0.01 -0.08
C -3.0671 -1.8657 1.5269 -0.07 0.07 0.13
C -3.4095 -1.7593 2.9933 -0.01 -0.01 -0.09
C -2.2914 -2.9232 1.0486 -0.03 -0.02 -0.02
C -1.9712 -3.0239 -0.2959 -0.03 0.01 0.02
H -2.5242 -1.6127 -4.6791 0.00 0.01 0.02
H -2.5085 -0.3022 -3.5006 -0.02 -0.02 0.02
H -3.8563 -1.4579 -3.5299 0.07 -0.01 0.00
H -2.2216 -3.2889 -2.9493 -0.03 -0.07 0.02
H -0.2294 -1.0044 -2.6104 0.01 -0.02 0.01
H -0.1839 -2.2345 -3.8835 -0.04 0.01 0.04
H 0.0868 -2.7007 -2.1986 -0.05 0.05 -0.03
H -3.5457 -0.2642 -1.4389 0.01 -0.04 0.03
H -4.0826 -0.0754 0.9630 -0.05 -0.02 -0.11
H -4.0017 -2.6199 3.3151 0.02 0.03 -0.03
H -3.9815 -0.8543 3.1968 0.01 -0.02 -0.03
H -2.5027 -1.7241 3.5994 0.00 -0.02 -0.05
H -1.9475 -3.6811 1.7456 0.01 0.04 -0.01
H -1.3731 -3.8632 -0.6397 -0.02 0.04 0.01
C 3.8568 0.7744 -0.7348 0.13 -0.10 0.05
C 2.5464 0.1328 -0.4040 -0.03 -0.18 -0.07
N 1.4094 0.6960 -0.5995 0.60 0.41 -0.84
N 1.4262 1.9332 -1.1937 -0.16 -0.13 0.07
C 0.2411 2.3656 -1.5964 0.22 -0.09 0.09
N 0.2883 3.5935 -2.1892 -0.04 -0.02 0.05
S -1.3190 1.6205 -1.4724 0.16 0.36 -0.32
C 2.5189 -1.2750 0.1003 -0.13 0.20 -0.11
C 3.6778 -2.0407 0.1361 0.20 -0.01 0.01
C 3.6111 -3.3609 0.5501 0.14 0.03 -0.03
C 2.3932 -3.8900 0.9320 -0.02 -0.02 0.01
C 1.2866 -3.0614 0.8761 -0.02 0.23 -0.02
N 1.3340 -1.7959 0.4605 0.35 -0.31 0.02
H 3.6984 1.8265 -0.9379 0.00 0.03 0.00
H 4.3088 0.3171 -1.6204 -0.02 0.00 0.03
H 4.5580 0.6628 0.0950 -0.01 0.00 -0.03
H 1.1968 3.9320 -2.4602 0.00 0.01 0.00
H -0.5115 3.8715 -2.7275 -0.02 0.02 0.00
H 4.6224 -1.6069 -0.1628 -0.04 -0.04 0.02
H 4.5073 -3.9682 0.5767 0.00 0.02 -0.01
H 2.2963 -4.9121 1.2720 0.00 0.03 -0.01
H 0.3133 -3.4204 1.1864 0.03 0.03 0.00
O 0.7967 0.8266 2.5674 0.38 -0.22 1.05
N 0.5081 -0.1100 3.3646 -0.08 0.00 -0.16
O -0.2746 -0.9793 2.8774 0.47 0.00 1.36
N -2.5718 2.9336 5.1885 -0.03 0.00 -0.28
N -2.1476 2.7702 3.8735 -0.07 -0.06 0.24
N -1.5578 3.7335 3.2090 -0.05 -0.18 -0.14
C -1.4077 3.1527 2.0218 -0.05 0.00 -0.13
N -1.8947 1.9056 2.0021 -0.20 0.18 0.49
N -2.3742 1.6754 3.2190 0.19 0.28 -0.34
H -1.9733 3.6482 5.5832 0.05 0.01 0.10
H -2.4188 2.0447 5.6492 0.04 -0.02 0.11
H -0.9451 3.6312 1.1725 -0.04 -0.05 0.05
```
Positions in Å, forces in eV/Å.

Values from the calculation:
**LUMO**: 0.08 eV